17
Properties=species:S:1:pos:R:3:mulliken_charge:R:1 method="wB97M-V/def2-TZVPD" e_lumo_ev=0.9 relative_energy_kj_mol=314.3 smiles="C=C=C(C=C)OC(C)=O" total_energy_ha=-421.89335
C 1.248 0.223 1.498 0.465
C 1.922 0.532 2.562 -0.857
C 0.375 -2.160 -1.011 -0.580
C 1.157 -1.559 -0.151 -0.554
C 0.769 -0.273 0.411 0.520
C -1.026 1.251 0.016 0.787
C -2.026 1.497 -1.082 -1.019
O -0.838 1.951 0.964 -0.540
O -0.172 0.343 -0.363 -0.255
H 2.739 1.274 2.723 0.260
H 1.366 0.221 3.484 0.194
H 0.520 -3.082 -1.518 0.353
H -0.733 -1.694 -1.131 0.057
H 2.092 -2.033 0.256 0.306
H -2.110 0.515 -1.678 0.238
H -1.595 2.244 -1.861 0.230
H -2.883 1.904 -0.665 0.394